# 1
# C22H59N3O17Y

A structure of composition C22H59N3O17Y (ωB97M-V/def2-TZVPD, the Open Molecules 2025 dataset).

The calculation puts the molecular weight at 726.6 g/mol. The value obtained for the maximum force is 5.8 eV Å⁻¹. The calculation puts the frontier orbital gap at 0.2060 Ha. As for the energy: -2355.01855 Ha. The LUMO energy is -5.46 eV.

Geometry as ORCA input:
```
! wB97M-V def2-TZVPD RIJCOSX def2/J DEFGRID3
* xyz 1 1
Y 0.0636 0.8004 -3.6203
O -0.7834 -1.1237 0.0383
C -0.5359 -0.4029 -1.0783
O 0.1837 0.5938 -1.2010
O -1.0435 -0.7497 -2.1561
H -1.4594 -1.6546 -0.3990
O -3.8724 1.6537 -4.8217
C -2.6741 1.4050 -4.2893
O -2.0425 2.1323 -3.4871
O -2.1211 0.4026 -4.6955
H -3.9382 0.9227 -5.4438
C 2.6017 -2.6182 -0.7474
C 2.2913 -2.9828 0.6751
C 3.5843 -3.5669 1.3623
O 4.1867 -4.7590 0.7990
C 3.6190 -5.9481 1.2758
N 1.8182 -1.7887 1.4224
H 3.3327 -1.8121 -0.6660
H 1.7972 -2.3370 -1.4279
H 3.1668 -3.4072 -1.2459
H 1.4272 -3.6481 0.6937
H 3.3265 -3.8779 2.3755
H 4.4183 -2.8652 1.3616
H 4.0527 -6.7479 0.6771
H 2.5319 -5.9289 1.3621
H 3.9657 -6.0194 2.3085
H 1.1206 -1.2081 0.9824
H 2.6009 -1.2221 1.7234
C -3.8786 -4.7978 2.0042
C -2.5058 -4.0872 1.7621
C -1.8206 -4.3860 0.4453
O -1.3915 -5.8183 0.5005
C -0.3698 -6.1453 -0.4796
N -2.7233 -2.6493 2.0086
H -3.7418 -5.8485 1.7451
H -4.6932 -4.4353 1.3778
H -4.0603 -4.8484 3.0775
H -1.9037 -4.3248 2.6401
H -0.9914 -3.6972 0.2791
H -2.5408 -4.2886 -0.3683
H -0.0511 -7.1463 -0.1886
H 0.5120 -5.5063 -0.5420
H -0.6516 -6.2891 -1.5239
H -3.1524 -2.3473 2.8724
H -1.7637 -2.3379 2.0827
C 0.5846 4.9828 -4.5934
C 1.5403 4.0553 -3.8268
C 2.6355 4.8998 -3.0175
O 3.2793 4.1678 -2.0148
C 4.1076 4.9238 -1.0934
N 0.7904 3.1498 -2.9559
H -0.2329 5.2729 -3.9335
H 0.1559 4.5651 -5.5045
H 1.1926 5.8191 -4.9392
H 2.0353 3.4465 -4.5853
H 2.1646 5.7616 -2.5415
H 3.3488 5.2816 -3.7495
H 4.3881 4.2443 -0.2893
H 3.4598 5.5795 -0.5085
H 4.8743 5.5233 -1.5828
H 1.4955 2.7160 -2.3743
H 0.3043 3.8007 -2.3466
C -1.6569 0.9665 4.3560
C -0.7132 0.4813 3.1883
O -1.2070 0.7316 1.8938
O -2.7971 0.1665 4.4849
H -2.0410 1.9518 4.0888
H -1.0970 0.8949 5.2883
H -0.5608 -0.5874 3.3451
H 0.2447 0.9974 3.2720
H -0.7416 0.0060 1.4678
H -3.3497 0.6539 3.8685
C -0.2956 3.7525 1.3324
C -1.0246 3.8784 0.0433
O -0.2307 4.6140 -0.9491
O 0.0645 4.9456 1.9424
H 0.5481 3.0705 1.2171
H -1.0173 3.3240 2.0295
H -1.9366 4.4302 0.2748
H -1.3380 2.9039 -0.3298
H -0.0370 5.4534 -0.5230
H 0.9171 4.7762 2.3497
C -5.7937 0.6164 -0.5112
C -4.8842 -0.6931 -0.2771
O -5.0565 -1.3798 0.9390
O -5.8343 1.0257 -1.8779
H -5.3974 1.4742 0.0330
H -6.8337 0.3806 -0.2887
H -3.8421 -0.5122 -0.5465
H -5.1870 -1.3555 -1.0904
H -4.2062 -1.6533 1.3008
H -4.9224 1.0379 -2.1786
C 3.6002 1.4115 0.6144
C 3.4286 1.1289 2.0901
O 3.8985 -0.1613 2.4867
O 4.8707 1.1063 0.1564
H 3.4036 2.4672 0.4162
H 2.8271 0.9401 0.0042
H 2.3802 1.3155 2.3219
H 4.0335 1.8730 2.6102
H 4.8458 -0.1881 2.3289
H 4.9244 1.2765 -0.7867
*
```

---

# 2
# C22H60F3NaO20

A structure of composition C22H60F3NaO20 (ωB97M-V/def2-TZVPD, the Open Molecules 2025 dataset).

The calculation puts the molecular weight at 724.7 g/mol. The value obtained for the maximum force is 3.0 eV Å⁻¹. The calculation puts the frontier orbital gap at 0.2638 Ha. As for the energy: -2840.78737 Ha. The LUMO energy is -0.44 eV.

Geometry as ORCA input:
```
! wB97M-V def2-TZVPD RIJCOSX def2/J DEFGRID3
* xyz 0 1
Na -4.8774 15.9875 6.1725
C 0.3823 15.6102 4.0642
O 0.0252 14.2319 3.7186
O -0.3206 15.9960 5.2094
C 1.9946 15.8198 4.0371
F 2.3336 17.0106 4.5231
F 2.6247 14.9223 4.8138
F 2.5948 15.7920 2.7985
C 0.3400 13.8862 2.3594
C -0.2891 12.5409 2.1555
H 0.2130 11.7271 2.6787
H -1.2503 12.3650 2.6384
H -0.2419 12.3870 1.0774
H 1.4140 13.7741 2.2102
H -0.0570 14.5802 1.6186
H 0.0788 16.2122 3.2077
C -7.3885 11.9052 3.2688
C -8.6295 10.9954 3.1686
O -8.8439 10.2902 4.3816
O -7.7026 13.0644 4.0120
H -7.0853 12.1670 2.2551
H -6.5159 11.3794 3.6565
H -8.4326 10.2344 2.4135
H -9.5395 11.5379 2.9122
H -8.8332 10.8796 5.1393
H -7.6973 12.8607 4.9501
C -3.0184 18.5974 5.5398
C -2.5045 18.2938 6.9782
O -2.6538 16.9098 7.3149
O -4.4278 18.5602 5.4627
H -2.7332 17.9198 4.7350
H -2.6261 19.5580 5.2059
H -3.2142 18.7453 7.6715
H -1.5408 18.6664 7.3254
H -2.1174 16.4782 6.6459
H -4.7803 19.0864 4.7412
C -6.2522 14.5038 9.2661
C -6.0092 15.9989 9.5292
O -5.6377 16.6667 8.2977
O -7.3104 14.2461 8.3650
H -6.4770 14.0320 10.2226
H -5.3689 14.0006 8.8728
H -5.3020 16.1613 10.3426
H -6.9370 16.4751 9.8462
H -5.7385 17.6085 8.4541
H -8.1208 14.3279 8.8730
C -1.2139 15.6025 9.7388
C -0.3262 14.6123 9.0117
O 1.0195 15.0382 9.0792
O -2.5814 15.2792 9.5624
H -1.0819 16.6198 9.3702
H -0.9116 15.5676 10.7855
H -0.6280 14.4260 7.9810
H -0.4747 13.6449 9.4914
H 1.1652 15.5932 8.3095
H -2.8472 15.6421 8.7143
C -7.9140 10.8150 7.7944
C -6.7238 9.9121 7.4487
O -5.4939 10.3451 7.9338
O -7.9419 11.9639 6.9690
H -8.0649 11.1212 8.8296
H -8.8159 10.2472 7.5658
H -6.6766 9.9163 6.3598
H -6.9064 8.9039 7.8206
H -4.7935 9.8747 7.4757
H -7.7188 12.7893 7.4056
C -3.0392 18.9541 0.5590
C -3.7792 17.9529 1.4047
O -4.7398 17.2653 0.6642
O -1.7911 18.4476 0.1036
H -2.6644 19.8071 1.1246
H -3.6452 19.4525 -0.1976
H -4.3354 18.5354 2.1392
H -3.1346 17.3110 2.0051
H -4.6095 16.3320 0.8479
H -1.8651 17.9646 -0.7227
C -4.4055 13.1465 4.9961
C -3.0079 13.7790 4.9068
O -2.8886 15.1857 4.9220
O -5.0086 13.3985 6.2641
H -4.2907 12.0807 4.7986
H -4.9662 13.5342 4.1456
H -2.5657 13.4052 3.9833
H -2.2949 13.2564 5.5444
H -1.9553 15.4100 4.9378
H -5.5092 12.6319 6.5526
C -4.7172 20.1972 10.5485
C -5.5595 20.2920 9.2101
O -6.4512 19.2659 8.9583
O -5.5469 20.2050 11.6822
H -4.0395 21.0357 10.7088
H -3.9766 19.3990 10.5003
H -5.0113 20.4494 8.2812
H -6.2379 21.1421 9.2819
H -7.0355 19.5714 8.2605
H -6.0015 19.3716 11.8254
C -9.1833 15.8103 5.0705
C -7.9700 16.6474 4.5804
O -6.8789 15.8011 4.5042
O -9.5871 15.0145 3.9982
H -10.0167 16.4785 5.2874
H -9.0445 15.1023 5.8875
H -7.7653 17.4620 5.2751
H -8.1705 17.1380 3.6280
H -7.0506 15.2139 3.7644
H -8.9031 14.3561 3.8561
*
```